Record 1
The following is a quantum chemistry calculation of 15 unconnected molecules or ions with the total composition C5H40O15S, from OMol25.

Geometry as ORCA input:
```
! wB97M-V def2-TZVPD RIJCOSX def2/J DEFGRID3
* xyz 0 1
C 0.516 1.436 -0.982
O 1.438 2.501 -0.710
C -0.471 1.773 -2.051
C 0.014 1.952 -3.471
C 0.762 0.780 -4.111
S 0.197 -0.993 -4.078
C -1.106 -1.251 -2.825
H 0.033 1.138 -0.055
H 1.116 0.593 -1.337
H 1.590 2.503 0.242
H -1.313 1.074 -1.990
H -1.125 2.628 -1.834
H 0.799 2.721 -3.534
H -0.744 2.461 -4.062
H 1.765 0.775 -3.691
H 0.871 0.938 -5.183
H -1.951 -0.641 -3.145
H -1.512 -2.248 -2.915
H -0.750 -0.913 -1.866
H 2.292 3.295 2.402
H 2.521 1.825 1.787
O 2.590 2.799 1.621
H 2.945 2.562 -1.378
H 4.475 2.683 -1.558
O 3.679 2.434 -2.033
H 3.355 -0.324 1.482
H 3.207 0.226 0.080
O 2.816 0.317 0.982
H 2.886 -2.367 2.455
H 2.450 -1.752 3.739
O 3.003 -1.541 2.943
H -1.687 -1.785 2.878
H -1.605 -1.566 4.320
O -1.564 -2.299 3.691
H -4.437 -1.891 0.384
H -4.744 -1.262 1.780
O -4.342 -1.098 0.927
H -3.869 -4.696 -0.062
H -2.871 -3.767 0.638
O -3.821 -4.047 0.655
H 0.978 -1.613 5.286
H 0.779 -2.856 4.431
O 1.443 -2.406 4.979
H 3.212 -0.695 -1.866
H 3.727 0.805 -1.709
O 3.702 -0.093 -1.292
H -2.672 0.011 1.370
H -1.180 -0.365 1.048
O -1.874 -0.389 1.727
H -4.953 0.505 -0.044
H -4.257 1.872 -0.071
O -5.090 1.439 -0.259
H 1.332 -1.029 1.434
H 1.286 -2.075 0.262
O 0.739 -1.557 0.868
H -0.632 4.681 0.134
H 0.372 3.647 0.607
O -0.530 3.950 0.758
H -0.781 -3.372 1.132
H -1.691 -2.306 0.706
O -1.314 -3.126 0.365
*
```

Properties
HOMO energy = -8.52 eV

=====

Record 2
The following is a quantum chemistry calculation of 15 unconnected molecules or ions with the total composition C5H42N2O14, from OMol25.

Geometry as ORCA input:
```
! wB97M-V def2-TZVPD RIJCOSX def2/J DEFGRID3
* xyz 0 1
C -1.972 0.219 -0.651
N -1.774 0.396 0.842
C -2.698 -0.601 1.404
C 0.303 -1.212 1.064
C -0.446 0.127 1.291
C 0.432 1.389 0.835
N 1.589 1.742 1.676
H -1.287 0.864 -1.119
H -1.833 -0.835 -0.941
H -2.990 0.654 -0.746
H -2.574 -0.634 2.520
H -3.671 -0.159 1.397
H -2.437 -1.558 0.985
H -0.295 -2.080 0.723
H 0.842 -1.040 0.135
H 0.795 -1.458 2.053
H -0.334 0.198 2.417
H -0.073 2.335 0.443
H 0.894 0.953 -0.087
H 1.313 2.609 2.111
H 1.838 1.024 2.342
H -0.287 5.302 -1.281
H -0.725 4.847 0.064
O -0.962 5.477 -0.618
H -1.487 -4.088 -1.978
H -1.503 -3.308 -3.390
O -1.956 -3.858 -2.797
H 0.927 2.725 -2.992
H 0.308 3.113 -4.331
O 0.648 3.460 -3.526
H -2.821 -3.520 -1.334
H -4.049 -2.718 -0.927
O -3.260 -3.131 -0.546
H -0.055 -5.218 -1.873
H 0.773 -4.082 -1.156
O -0.091 -4.520 -1.210
H 3.086 -4.258 -1.891
H 2.820 -2.972 -1.182
O 2.331 -3.716 -1.600
H 0.805 -0.412 3.762
H 2.129 0.019 4.551
O 1.807 -0.535 3.860
H 0.049 -3.201 3.468
H 0.373 -1.946 4.274
O 0.071 -2.802 4.351
H -0.146 0.355 -4.480
H -0.680 0.821 -3.240
O -0.786 0.977 -4.203
H 3.384 0.499 0.513
H 4.186 1.777 0.063
O 4.068 0.848 -0.118
H -1.895 2.899 3.499
H -1.063 4.176 3.399
O -0.988 3.244 3.573
H 3.015 -0.701 -3.684
H 2.893 -0.106 -2.386
O 3.153 -0.966 -2.769
H -3.445 2.247 1.951
H -2.857 1.482 3.155
O -3.406 2.286 2.899
H 3.182 2.298 -2.930
H 3.366 1.421 -1.680
O 2.721 1.599 -2.416
*
```

Properties
HOMO energy = -9.02 eV

=====

Record 3
The following is a quantum chemistry calculation of a molecular structure, C5H4B3F20LiO, from OMol25.

Geometry as ORCA input:
```
! wB97M-V def2-TZVPD RIJCOSX def2/J DEFGRID3
* xyz -2 1
Li 2.616 1.915 -1.629
B 4.202 -1.362 -3.245
F 4.141 -2.642 -3.721
F 3.731 -0.329 -3.928
F 3.661 -1.367 -2.028
F 5.581 -1.192 -3.112
B 5.707 4.863 -1.644
F 5.886 5.825 -0.659
F 6.537 5.111 -2.697
F 5.962 3.608 -1.091
F 4.376 4.790 -2.036
B 3.442 1.739 3.302
F 4.687 1.359 2.861
F 3.199 0.869 4.336
F 3.653 3.073 3.750
F 2.577 1.717 2.288
C -3.354 -2.100 -0.057
C -3.233 -1.298 -1.388
C -4.565 -0.823 -1.974
F -4.396 -0.096 -3.071
F -5.293 -1.818 -2.344
F -2.409 -0.288 -1.153
F -2.536 -2.076 -2.286
O -4.005 -1.606 1.075
C -3.439 -1.797 2.356
C -4.664 -1.718 3.372
F -4.414 -1.714 4.667
F -5.449 -0.680 3.137
F -2.823 -2.962 2.436
F -2.609 -0.682 2.514
H -2.367 -2.509 0.162
H -4.070 -2.911 -0.193
H -5.066 -0.296 -1.162
H -5.266 -2.603 3.163
*
```

Properties
HOMO energy = -5.25 eV

=====

Largest force on an atom: 2.22, 3.51, 3.96 (eV/Å)
Relative energy (zero: lowest compared OMol25 entry of this formula, charge and spin): 0.000, 5.668, 4.812 (eV)